No. 1
Below is a structure of composition C6H12ClN2 in a non-equilibrium geometry, with properties calculated with the ωB97M-V functional and the def2-TZVPD basis.

Last column: Mulliken spin population.
Cartesian coordinates (Å):
C  0.03933  0.21071  0.33710  0.708
C  0.83979  2.02801  1.47900  -0.009
C  1.86448  1.43361  0.53259  0.007
C  -0.52801  -2.37764  -0.35938  -0.014
C  -1.33599  -0.54869  -1.79159  -0.002
C  -1.18846  -1.05638  -0.46370  -0.003
N  -0.24115  1.07622  1.32999  0.619
N  1.24910  0.37104  -0.09019  0.535
Cl  -2.69108  -0.91977  0.44700  0.002
H  1.21908  2.11005  2.52221  0.052
H  0.50862  3.13209  1.20973  0.067
H  2.21276  2.12245  -0.18282  0.042
H  2.70404  0.95885  1.00012  0.046
H  -0.99053  -3.04620  -1.10783  -0.001
H  0.56542  -2.33402  -0.50901  0.002
H  -0.77768  -2.71380  0.65858  0.000
H  -0.49040  -0.95256  -2.30060  -0.004
H  -1.44478  0.59699  -1.90018  -0.008
H  -2.29514  -0.92323  -2.30536  0.008
H  -1.06903  1.11239  1.94118  -0.032
H  1.84961  -0.28014  -0.44682  -0.015

Cartesian forces (eV/Å) of the 6 atoms listed first:
C -7.9412 -6.6714 -1.7213
C -0.5076 1.4867 0.1692
C 0.7539 1.2731 1.0688
C -0.4058 -0.8105 0.8134
C -2.4602 2.1090 -3.0758
C 2.2269 3.3954 3.0718

Values from the calculation:
- Relative energy (zero: lowest compared OMol25 entry of this formula, charge and spin): 44.1 kcal per mole
- 2S+1: 3
- ⟨S²⟩: 2.010
- Gap between HOMO and LUMO (alpha / beta): 6.900 / 6.283 eV
- Charge: +1
- HOMO (alpha / beta): -9.858 / -13.916 eV

No. 2
Below is an isolated molecule of C5H11N, with properties calculated with the ωB97M-V functional and the def2-TZVPD basis.

Last column: Mulliken charge in e.
Cartesian coordinates (Å):
C  -0.41253  0.36732  -2.03187  -1.160
C  0.06601  1.26608  -0.89644  -0.342
N  -0.27645  0.64545  0.37211  -0.339
C  0.64540  0.69411  1.48657  -0.540
C  0.41042  -0.57397  0.74598  0.349
C  -0.47011  -1.69907  1.23554  -1.481
H  -0.53386  0.91819  -2.96762  0.378
H  0.29497  -0.45041  -2.20887  0.296
H  -1.37908  -0.06990  -1.76423  0.307
H  1.14975  1.45303  -1.00060  0.237
H  -0.43619  2.24098  -0.93381  0.366
H  1.61748  1.17079  1.33882  0.273
H  0.20014  0.86105  2.46542  0.243
H  1.24935  -0.87841  0.11347  0.403
H  -0.02479  -2.27278  2.05439  0.342
H  -0.68043  -2.39166  0.41214  0.320
H  -1.42009  -1.28081  1.57901  0.349

Cartesian forces (eV/Å) of the 6 atoms listed first:
C -0.0335 -0.0280 -0.0624
C 0.0842 0.0836 -0.1067
N -0.0529 0.0172 -0.1008
C 0.1067 0.1053 0.2191
C 0.0514 -0.2032 -0.0460
C -0.0102 -0.0190 0.0281

Values from the calculation:
- Relative energy (zero: lowest compared OMol25 entry of this formula, charge and spin): 27.2 kcal per mole
- Structure (SMILES): CCN1C[C@H]1C
- Gap between HOMO and LUMO: 10.311 eV
- Charge: 0
- HOMO: -9.030 eV